Version i
{"formula": "C4H7NO2", "method": "ωB97M-V with the def2-TZVPD basis set", "homo_lumo_gap_ev": 11.02, "homo_energy_ev": -10.824, "e_lumo_ev": 0.20, "smiles": "C[C@H]1C=NC(=O)O1.[H][H]", "symbols": ["C", "C", "C", "N", "C", "O", "O", "H", "H", "H", "H", "H", "H", "H"], "positions_angstrom": [[-1.5186, -1.0578, 0.0254], [-0.3237, -0.2545, -0.4626], [0.0373, 0.7806, 0.5635], [1.1569, 0.5739, 1.1287], [1.7149, -0.5738, 0.4728], [2.7764, -1.0723, 0.6956], [0.8528, -1.0462, -0.4797], [-1.3701, -1.3283, 1.0752], [-1.6274, -1.9691, -0.5644], [-2.4340, -0.4643, -0.0559], [-0.4934, 0.1477, -1.4697], [-0.6258, 1.5957, 0.8467], [0.6580, 2.4093, -1.1306], [1.1967, 2.2591, -0.6449]], "nbo_charge": [-0.621, 0.001, 0.166, -0.471, 0.837, -0.534, -0.484, 0.221, 0.236, 0.220, 0.212, 0.210, -0.018, 0.024]}

=====

Version ii
{"formula": "C4H7NO2", "method": "ωB97M-V with the def2-TZVPD basis set", "homo_lumo_gap_ev": 10.75, "homo_energy_ev": -9.840, "e_lumo_ev": 0.91, "smiles": "C[C@@]1(C(N)=O)CO1", "symbols": ["C", "C", "C", "N", "O", "C", "O", "H", "H", "H", "H", "H", "H", "H"], "positions_angstrom": [[0.2211, 1.7098, -0.1729], [-0.1188, 0.2731, 0.1289], [0.8748, -0.7549, -0.3865], [0.3019, -1.8150, -1.0038], [2.0742, -0.6139, -0.2206], [-0.9160, -0.1157, 1.2978], [-1.4915, -0.0898, -0.0033], [-0.2511, 2.3882, 0.5427], [1.3044, 1.8464, -0.1438], [-0.1415, 1.9617, -1.1748], [0.8975, -2.5256, -1.3985], [-0.6913, -1.8191, -1.1758], [-0.7995, -1.1076, 1.7343], [-1.2643, 0.6624, 1.9762]], "nbo_charge": [-0.628, 0.115, 0.648, -0.819, -0.612, -0.087, -0.501, 0.217, 0.245, 0.223, 0.405, 0.416, 0.190, 0.188]}

=====

Version iii
{"formula": "C4H7NO2", "method": "ωB97M-V with the def2-TZVPD basis set", "homo_lumo_gap_ev": 10.29, "homo_energy_ev": -9.442, "e_lumo_ev": 0.85, "smiles": "C[C@]1(C=O)CN1O", "symbols": ["C", "C", "C", "O", "C", "N", "O", "H", "H", "H", "H", "H", "H", "H"], "positions_angstrom": [[-0.9157, -1.4041, 0.1764], [0.0094, -0.2151, -0.0133], [0.7545, -0.2581, -1.3134], [1.3260, -1.2754, -1.6310], [1.0503, 0.6448, 0.7679], [-0.3439, 0.9560, 0.7021], [-0.9057, 2.0771, 0.0663], [-1.8263, -1.1595, -0.3980], [-0.4878, -2.3054, -0.2600], [-1.2306, -1.5736, 1.2074], [0.8665, 0.6859, -1.8766], [1.7908, 1.1359, 0.1101], [1.4792, 0.3739, 1.7261], [-1.5667, 2.3176, 0.7360]], "nbo_charge": [-0.611, -0.029, 0.409, -0.536, -0.215, -0.154, -0.568, 0.219, 0.236, 0.224, 0.130, 0.204, 0.212, 0.479]}

=====

Q: Which of them is the least stable? A: version iii.

=====

Version i
{"formula": "C4H7NO2", "method": "ωB97M-V with the def2-TZVPD basis set", "homo_lumo_gap_ev": 10.83, "homo_energy_ev": -9.990, "e_lumo_ev": 0.84, "smiles": "O=C[C@]1(CO)CN1", "symbols": ["O", "C", "C", "C", "O", "C", "N", "H", "H", "H", "H", "H", "H", "H"], "positions_angstrom": [[0.3760, 2.3967, -1.2559], [-0.1443, 1.5619, -0.5691], [0.1224, 0.1052, -0.3653], [-1.0859, -0.8079, -0.4476], [-1.0238, -1.8793, 0.4563], [0.8038, 0.2642, 0.9461], [1.3243, -0.6476, -0.0691], [-0.8805, 1.7988, 0.2382], [-1.1761, -1.1605, -1.4885], [-1.9835, -0.2285, -0.2161], [-0.1258, -2.2437, 0.3900], [0.1920, -0.0253, 1.7857], [1.4175, 1.1584, 1.0673], [2.1840, -0.2923, -0.4721]], "nbo_charge": [-0.523, 0.429, -0.082, -0.057, -0.714, -0.232, -0.584, 0.107, 0.176, 0.184, 0.485, 0.220, 0.210, 0.381]}

=====

Version ii
{"formula": "C4H7NO2", "method": "ωB97M-V with the def2-TZVPD basis set", "homo_lumo_gap_ev": 9.89, "homo_energy_ev": -9.108, "e_lumo_ev": 0.78, "smiles": "O=C1CNC[C@@H]1O", "symbols": ["O", "C", "C", "N", "C", "C", "O", "H", "H", "H", "H", "H", "H", "H"], "positions_angstrom": [[0.2420, -2.2615, 0.6130], [-0.0450, -1.1146, 0.3624], [-1.2935, -0.5925, -0.3461], [-0.9656, 0.7637, -0.7837], [-0.0378, 1.2620, 0.2421], [0.8803, 0.0938, 0.5759], [1.8769, 0.0188, -0.4340], [-1.5872, -1.2438, -1.1724], [-2.1240, -0.5605, 0.3740], [-0.4344, 0.6909, -1.6477], [-0.6145, 1.5566, 1.1283], [0.5156, 2.1318, -0.1187], [1.3166, 0.1185, 1.5817], [2.2708, -0.8629, -0.3749]], "nbo_charge": [-0.523, 0.566, -0.354, -0.594, -0.249, -0.035, -0.707, 0.232, 0.219, 0.359, 0.195, 0.223, 0.185, 0.481]}

=====

Q: Which of them is the least stable? A: version i.

=====

Version i
{"formula": "C6H31NO10", "method": "ωB97M-V with the def2-TZVPD basis set", "homo_lumo_gap_ev": 9.33, "homo_energy_ev": -9.337, "e_lumo_ev": -0.01, "smiles": "CCCCNC(C)=O.O.O.O.O.O.O.O.O.O", "symbols": ["C", "C", "C", "C", "N", "C", "C", "O", "H", "H", "H", "H", "H", "H", "H", "H", "H", "H", "H", "H", "H", "O", "H", "H", "O", "H", "H", "O", "H", "H", "O", "H", "H", "O", "H", "H", "O", "H", "H", "O", "H", "H", "O", "H", "H", "O", "H", "H"], "positions_angstrom": [[1.5331, 0.2113, 2.8649], [1.8564, -0.2766, 1.3926], [1.1036, 0.1010, 0.1278], [0.4086, -0.8900, -0.7380], [1.2463, -2.1434, -1.0373], [2.5047, -2.1222, -1.6142], [2.7530, -1.0496, -2.6203], [3.2419, -3.0488, -1.3370], [1.1985, 1.1829, 2.7593], [2.4954, 0.2914, 3.3404], [0.9707, -0.4972, 3.4767], [2.9213, 0.1128, 1.2698], [2.0676, -1.3983, 1.3530], [0.3184, 0.9134, 0.5132], [1.7172, 0.6988, -0.5978], [-0.6061, -1.3293, -0.3820], [0.0741, -0.4250, -1.7273], [1.1948, -2.7946, -0.2303], [2.4426, -1.1352, -3.6634], [3.8935, -1.0916, -2.7678], [2.4580, -0.1023, -2.3709], [1.5479, -3.6033, 2.0504], [2.0381, -3.6413, 2.9057], [1.8854, -4.3455, 1.4742], [-3.6705, -0.8016, -1.1968], [-3.7401, -0.0364, -0.5544], [-3.8747, -0.4675, -2.1300], [-3.3834, -2.3538, 1.0185], [-4.1680, -2.4489, 0.5068], [-2.7717, -1.8734, 0.4946], [-3.7123, -0.2972, 2.4995], [-4.5148, -0.8177, 2.5912], [-3.0181, -0.9594, 2.1783], [1.1002, 4.1849, 1.5699], [1.7632, 3.9951, 2.1795], [1.3769, 4.8103, 0.8868], [-1.1602, 3.0131, 0.5115], [-0.7344, 3.1602, -0.3112], [-0.4380, 3.0721, 1.1821], [-3.8443, 1.2619, 0.5321], [-3.1909, 1.8307, 0.8884], [-3.9582, 0.6579, 1.3460], [-1.3314, 2.8015, -2.3923], [-1.8859, 3.6032, -2.4670], [-1.9852, 2.1967, -1.9700], [2.6874, 2.6614, -2.5838], [2.4066, 3.2737, -1.8896], [1.9882, 2.1032, -2.8700]], "nbo_charge": [-0.601, -0.429, -0.455, -0.220, -0.634, 0.677, -0.737, -0.615, 0.195, 0.205, 0.212, 0.200, 0.234, 0.222, 0.208, 0.203, 0.207, 0.399, 0.249, 0.246, 0.216, -0.962, 0.482, 0.488, -1.030, 0.509, 0.479, -0.961, 0.493, 0.485, -0.943, 0.488, 0.513, -0.960, 0.483, 0.488, -0.984, 0.477, 0.497, -1.014, 0.490, 0.491, -0.954, 0.475, 0.484, -0.947, 0.474, 0.476]}

=====

Version ii
{"formula": "C6H31NO10", "method": "ωB97M-V with the def2-TZVPD basis set", "homo_lumo_gap_ev": 9.49, "homo_energy_ev": -9.581, "e_lumo_ev": -0.10, "smiles": "CCCC(=O)N(C)C.O.O.O.O.O.O.O.O.O", "symbols": ["C", "C", "C", "C", "O", "N", "C", "C", "H", "H", "H", "H", "H", "H", "H", "H", "H", "H", "H", "H", "H", "O", "H", "H", "O", "H", "H", "O", "H", "H", "O", "H", "H", "O", "H", "H", "O", "H", "H", "O", "H", "H", "O", "H", "H", "O", "H", "H"], "positions_angstrom": [[-2.5472, -0.9394, -2.4754], [-1.3177, -1.4669, -1.7279], [-0.9019, -0.4778, -0.5931], [-0.3568, 0.8076, -1.0808], [-0.8421, 1.8292, -0.7345], [0.9416, 0.8630, -1.7803], [1.1326, 0.4218, -3.2073], [1.5755, 2.2156, -1.5653], [-3.3280, -0.6035, -1.7461], [-2.1919, -0.2327, -3.0798], [-2.9860, -1.7316, -3.0966], [-0.4067, -1.4389, -2.3747], [-1.3912, -2.4437, -1.4370], [-1.8857, -0.4325, 0.0417], [-0.0469, -0.8610, 0.1323], [2.2164, 0.5223, -3.5567], [1.2690, -0.7120, -3.0457], [0.4540, 0.8475, -3.9969], [1.3724, 2.2988, -0.3745], [2.6372, 2.2020, -1.4327], [1.1986, 3.1000, -2.0675], [1.9763, -2.6800, 2.0737], [1.9107, -1.7482, 1.9659], [1.3251, -3.0806, 1.5363], [-2.6666, 2.7719, 1.5116], [-1.8785, 3.2782, 1.5912], [-2.2436, 2.2003, 0.8524], [3.9926, -3.0083, 0.1599], [3.5742, -3.1441, 0.9127], [4.3230, -2.1633, 0.2329], [0.7804, -2.5050, 4.6769], [0.4396, -1.7855, 5.0766], [0.2218, -2.5445, 3.8700], [0.4352, 0.8484, 2.3933], [-0.5004, 0.8913, 2.7386], [0.9424, 1.5195, 2.5301], [-0.9386, 4.4114, -0.9728], [-0.6801, 3.6943, -0.3337], [-1.9011, 4.3326, -0.8173], [2.0286, -5.1068, -0.3599], [1.3329, -4.7303, -0.8630], [2.8861, -4.7366, -0.7267], [-2.6825, -1.5083, 1.8276], [-2.4026, -0.9644, 2.5985], [-3.4611, -1.8439, 2.3436], [-0.6094, 4.3456, 1.7054], [-0.9721, 5.2377, 1.5097], [0.1729, 4.2509, 1.1653]], "nbo_charge": [-0.604, -0.384, -0.518, 0.732, -0.621, -0.511, -0.452, -0.421, 0.211, 0.199, 0.213, 0.193, 0.205, 0.260, 0.243, 0.221, 0.220, 0.209, 0.179, 0.208, 0.217, -0.944, 0.476, 0.477, -0.977, 0.472, 0.469, -0.943, 0.479, 0.459, -0.911, 0.448, 0.463, -0.955, 0.493, 0.463, -0.961, 0.478, 0.471, -0.958, 0.461, 0.496, -0.926, 0.460, 0.472, -0.947, 0.501, 0.483]}

=====

Q: Which of them is the least stable? A: version ii.